ORCA calculation (ωB97M-V with the def2-TZVPD basis set) on C9H13NS in the gas phase.

Each line ends with the Mulliken charge.
Atoms and positions in Å:
C -3.435 -1.892 0.522  0.337
C -3.022 -0.826 0.153  -0.676
S -2.461 0.653 -0.436  -0.213
C -1.058 0.978 0.714  -1.064
C 0.262 1.251 -0.022  1.949
C 1.320 1.605 1.034  -1.739
C 0.097 2.401 -1.014  -1.936
C 0.700 -0.005 -0.728  -0.810
N 0.909 -1.061 -0.069  -0.221
C 1.277 -2.227 -0.703  -0.039
C 1.418 -3.351 -0.010  -0.677
H -3.790 -2.823 0.854  0.415
H -0.960 0.104 1.353  0.466
H -1.341 1.849 1.309  0.488
H 2.276 1.799 0.551  0.423
H 1.445 0.774 1.723  0.418
H 1.024 2.492 1.590  0.415
H 1.039 2.607 -1.518  0.463
H -0.221 3.305 -0.497  0.378
H -0.653 2.157 -1.765  0.475
H 0.798 0.045 -1.822  0.390
H 1.436 -2.198 -1.786  0.222
H 1.251 -3.363 1.053  0.276
H 1.689 -4.275 -0.486  0.260

Summary:
**Gap between HOMO and LUMO**: 9.351 eV
**SMILES string**: C#CSCC(C)(C)/C=N/C=C
**E_LUMO**: 0.765 eV
**Relative energy (zero: lowest compared OMol25 entry of this formula, charge and spin)**: 55.94 kcal per mole

ORCA calculation (ωB97M-V with the def2-TZVPD basis set) on C30H32ClIrN3SSi2 as an isolated structure at a distorted geometry.

Each line ends with the Mulliken charge.
Atoms and positions in Å:
C -1.791 -0.526 5.318  -0.532
C -2.331 0.031 4.109  -0.742
C -2.070 -0.906 3.043  -0.651
H -2.879 0.966 4.006  0.428
C -1.325 -2.009 3.598  -0.529
C -1.180 -1.779 5.005  -0.737
H -0.679 -2.439 5.713  0.476
H -1.854 -0.069 6.302  0.498
H -2.403 -0.811 2.014  0.885
H -0.964 -2.863 3.031  0.555
Ir -0.179 -0.085 3.609  1.356
Si 0.457 0.242 1.375  -0.134
C -0.457 1.750 0.704  0.656
C 0.192 2.640 -0.165  -0.823
H 1.239 2.486 -0.426  0.642
C -0.496 3.717 -0.724  -0.786
H -0.001 4.357 -1.455  0.538
C -1.817 3.986 -0.359  -0.668
H -2.342 4.851 -0.772  0.450
C -2.444 3.150 0.567  -0.761
H -3.462 3.369 0.895  0.449
C -1.773 2.035 1.086  0.428
H -2.303 1.401 1.805  0.092
C -0.139 -1.321 0.457  1.532
C -1.197 -1.284 -0.463  -0.584
H -1.650 -0.330 -0.750  0.447
C -1.693 -2.469 -1.025  -0.723
H -2.539 -2.426 -1.716  0.448
C -1.130 -3.703 -0.694  -0.705
H -1.535 -4.631 -1.111  0.442
C -0.047 -3.742 0.190  -0.645
H 0.406 -4.702 0.450  0.463
C 0.457 -2.559 0.740  -0.987
H 1.326 -2.615 1.403  0.316
H 1.920 0.457 1.623  -0.260
Si 2.198 0.236 -3.096  0.200
C 1.576 -1.354 -3.804  0.498
C 0.791 -1.352 -4.969  -0.208
H 0.565 -0.409 -5.477  0.411
C 0.258 -2.548 -5.463  -0.409
H -0.364 -2.530 -6.359  0.429
C 0.503 -3.756 -4.803  -0.858
H 0.073 -4.687 -5.179  0.416
C 1.303 -3.764 -3.655  -0.291
H 1.494 -4.700 -3.126  0.442
C 1.849 -2.575 -3.167  -0.320
H 2.464 -2.600 -2.263  0.328
C 1.122 1.605 -3.725  0.377
C -0.243 1.712 -3.433  0.107
H -0.699 1.055 -2.690  0.391
C -1.019 2.687 -4.068  -0.544
H -2.076 2.777 -3.816  0.476
C -0.447 3.549 -5.009  -0.511
H -1.061 4.300 -5.510  0.443
C 0.919 3.454 -5.293  -0.452
H 1.373 4.125 -6.024  0.462
C 1.706 2.505 -4.634  -0.500
H 2.781 2.446 -4.829  0.407
H 3.618 0.512 -3.422  -0.221
Cl 2.324 -0.017 -1.051  -0.119
N 1.706 -0.662 4.423  -0.578
N 1.728 -0.154 5.759  -0.270
C 1.236 1.081 5.885  0.615
N 1.201 1.659 7.096  -0.414
S 0.531 1.827 4.503  -0.539
H 1.814 -1.681 4.462  0.355
H 2.486 -0.279 3.869  0.320
H 2.425 -0.534 6.417  0.273
H 0.816 2.588 7.184  0.237
H 1.731 1.309 7.883  0.217

Summary:
**Gap between HOMO and LUMO (spin up / spin down)**: 3.201 / 3.397 eV
**E_LUMO (spin up / spin down)**: -5.838 / -9.427 eV
**2S+1**: 6
**Net charge**: +2
**Relative energy (zero: lowest compared OMol25 entry of this formula, charge and spin)**: 1.33 kcal per mole

ORCA calculation (ωB97M-V with the def2-TZVPD basis set) on C37H62N2O5PPtS as an isolated structure at a distorted geometry.

Each line ends with the Mulliken charge.
Atoms and positions in Å:
Pt -0.576 0.296 1.012  2.555
C 0.279 1.204 2.865  -0.862
C 0.746 -0.160 2.895  0.111
C -0.431 -0.998 2.788  -0.561
C -1.574 -0.102 2.882  -0.622
C -1.142 1.256 2.881  -0.109
C -1.999 2.470 3.144  2.456
C -2.161 2.527 4.675  -1.800
C -3.373 2.318 2.490  -1.461
C -1.322 3.759 2.673  -1.487
C -0.624 -2.523 2.802  2.908
C -0.078 -3.108 4.110  -1.831
C -2.129 -2.834 2.753  -2.257
C 0.016 -3.214 1.592  -1.672
C 2.228 -0.434 3.050  3.043
C 3.042 0.773 2.550  -2.578
C 2.779 -1.672 2.343  -2.302
C 2.442 -0.553 4.576  -1.696
H 0.908 2.077 2.846  0.249
H -2.607 -0.404 2.899  0.513
H -2.646 1.627 5.058  0.349
H -2.780 3.384 4.941  0.485
H -1.196 2.639 5.173  0.373
H -3.927 1.471 2.901  0.353
H -3.283 2.182 1.411  0.151
H -3.965 3.214 2.677  0.466
H -0.374 3.931 3.186  0.402
H -1.970 4.605 2.905  0.464
H -1.143 3.758 1.600  0.223
H -0.516 -2.612 4.980  0.344
H 1.003 -3.038 4.182  0.262
H -0.343 -4.165 4.162  0.514
H -2.659 -2.439 3.623  0.337
H -2.258 -3.916 2.764  0.511
H -2.592 -2.449 1.843  0.460
H 1.098 -3.235 1.631  0.053
H -0.272 -2.723 0.670  -0.023
H -0.333 -4.248 1.558  0.657
H 2.831 0.996 1.506  0.620
H 4.101 0.527 2.634  0.634
H 2.881 1.664 3.159  0.325
H 2.541 -1.652 1.280  0.214
H 2.429 -2.599 2.787  0.347
H 3.864 -1.660 2.452  0.691
H 2.143 0.363 5.092  0.351
H 3.506 -0.709 4.758  0.498
H 1.894 -1.385 5.013  0.299
C -4.506 2.209 -3.734  -1.209
C -2.995 2.075 -3.828  -0.228
N -2.313 2.445 -2.576  0.357
C -2.112 3.880 -2.341  -1.027
C -3.083 4.489 -1.337  -0.631
C -1.874 1.511 -1.739  0.460
S -0.975 2.086 -0.399  -0.798
N -2.125 0.240 -2.072  0.137
C -2.025 -0.821 -1.329  -0.498
O -1.765 -0.906 -0.059  -0.914
C -2.365 -2.114 -1.988  0.434
C -2.678 -2.145 -3.345  -0.087
C -2.960 -3.349 -3.968  -0.914
C -2.944 -4.531 -3.240  -0.484
C -2.653 -4.506 -1.883  -1.001
C -2.366 -3.304 -1.260  0.032
H -4.961 1.888 -4.671  0.427
H -4.812 3.240 -3.554  0.314
H -4.897 1.582 -2.932  0.300
H -2.591 2.722 -4.607  0.491
H -2.718 1.054 -4.062  -0.080
H -2.241 4.361 -3.309  0.457
H -1.075 4.046 -2.045  0.417
H -4.116 4.338 -1.647  0.269
H -2.902 5.562 -1.268  0.425
H -2.955 4.060 -0.344  -0.012
H -2.686 -1.223 -3.907  0.362
H -3.197 -3.365 -5.023  0.444
H -3.166 -5.470 -3.729  0.423
H -2.649 -5.425 -1.312  0.438
H -2.148 -3.281 -0.206  0.364
C 1.433 -2.944 -1.630  -1.264
C 2.171 -2.088 -2.640  1.576
C 3.462 -2.765 -3.068  -1.991
C 1.299 -1.759 -3.843  -1.280
O 2.626 -0.850 -2.010  0.511
P 1.753 0.326 -1.386  -1.803
O 0.900 1.016 -2.368  -0.712
O 1.048 -0.268 -0.119  1.269
O 2.877 1.232 -0.724  0.180
C 4.073 1.780 -1.364  1.528
C 3.789 2.162 -2.808  -1.413
C 4.403 3.008 -0.533  -1.728
C 5.181 0.743 -1.264  -1.357
H 1.136 -3.886 -2.096  0.628
H 0.540 -2.443 -1.274  -0.020
H 2.074 -3.161 -0.773  0.246
H 3.243 -3.718 -3.552  0.436
H 4.097 -2.953 -2.202  0.382
H 4.005 -2.136 -3.774  0.385
H 1.030 -2.684 -4.356  0.473
H 1.839 -1.117 -4.539  0.361
H 0.385 -1.246 -3.541  0.008
H 2.954 2.859 -2.866  0.291
H 3.549 1.286 -3.410  0.166
H 4.676 2.636 -3.230  0.519
H 3.590 3.732 -0.587  0.363
H 5.314 3.479 -0.902  0.462
H 4.557 2.730 0.511  0.283
H 4.944 -0.139 -1.856  0.154
H 5.323 0.443 -0.224  0.242
H 6.117 1.169 -1.629  0.480

Summary:
**Gap between HOMO and LUMO**: 7.209 eV
**E_LUMO**: -3.915 eV
**Net charge**: +1
**Relative energy (zero: lowest compared OMol25 entry of this formula, charge and spin)**: 0.00 kcal per mole

ORCA calculation (ωB97M-V with the def2-TZVPD basis set) on C31H42N3OPY as an isolated structure at a distorted geometry.

Each line ends with the Mulliken charge.
Atoms and positions in Å:
Y 0.439 -0.339 -0.124  0.624
N 0.037 -1.081 2.112  -0.557
N -0.358 1.771 2.285  0.680
C -0.386 1.259 -2.097  1.472
C -1.505 1.212 -1.215  0.554
C -1.973 -0.134 -1.174  0.401
C -3.167 -0.519 -0.380  -0.632
H -3.434 0.220 0.387  0.265
H -3.000 -1.467 0.152  -0.460
H -4.056 -0.635 -1.013  0.369
C -1.136 -0.925 -2.068  1.079
C -1.084 -2.393 -2.277  -0.390
H -1.543 -2.707 -3.217  0.337
H -1.578 -2.915 -1.449  -0.923
H -0.048 -2.771 -2.305  0.139
C -0.118 -0.055 -2.581  -1.121
C 1.093 -0.491 -3.346  -1.531
H 1.426 -1.498 -3.024  0.320
H 1.921 0.220 -3.170  0.318
H 0.899 -0.531 -4.426  0.335
C -2.196 2.372 -0.578  -1.733
H -3.016 2.738 -1.229  0.353
H -1.488 3.201 -0.424  0.289
H -2.633 2.094 0.397  0.276
C 0.328 2.467 -2.539  -1.552
H 1.408 2.326 -2.430  0.071
H 0.029 3.345 -1.963  0.330
H 0.130 2.683 -3.597  0.329
C -0.089 -2.377 1.445  0.182
H 0.915 -2.768 1.153  0.086
C -0.849 -3.370 2.259  -1.549
H -0.562 -4.418 2.216  0.443
C -1.830 -2.877 3.112  0.146
H -2.489 -3.545 3.682  0.463
C -2.037 -1.490 3.201  -1.533
H -2.919 -1.059 3.686  0.236
C -1.080 -0.569 2.677  1.441
C -1.295 0.851 2.699  -1.232
H -2.148 1.244 3.232  0.284
C 0.496 1.607 1.186  -1.028
C -0.120 3.008 2.922  -0.864
H -0.672 3.326 3.795  0.500
C 0.958 3.519 2.351  -0.447
H 1.534 4.387 2.621  0.509
N 1.364 2.671 1.314  1.399
C 2.592 2.759 0.600  -0.004
C 2.798 3.787 -0.329  1.015
C 3.967 3.776 -1.086  -0.799
H 4.119 4.555 -1.835  0.306
C 4.955 2.810 -0.901  0.708
C 6.216 2.823 -1.706  -1.465
H 6.220 2.053 -2.486  0.279
H 7.092 2.635 -1.077  0.367
H 6.359 3.787 -2.200  0.372
C 4.748 1.839 0.078  -1.217
H 5.539 1.106 0.263  0.333
C 3.584 1.802 0.842  1.048
C 3.458 0.818 1.963  -1.253
H 3.610 1.309 2.938  0.284
H 4.243 0.060 1.851  0.382
H 2.492 0.294 2.015  0.193
C 1.795 4.871 -0.532  -2.037
H 2.039 5.757 0.069  0.376
H 0.774 4.573 -0.280  0.203
H 1.809 5.187 -1.581  0.491
C -3.802 -4.861 1.547  -1.764
P -2.806 -3.940 0.356  1.660
C -1.773 -5.273 -0.329  -1.420
C -3.998 -3.622 -0.976  -1.434
O -0.739 -2.109 0.269  0.301
H -4.533 -4.164 1.970  0.375
H -3.170 -5.243 2.352  0.330
H -4.301 -5.677 1.020  0.460
H -2.429 -6.019 -0.784  0.454
H -1.072 -4.887 -1.065  0.288
H -1.203 -5.726 0.480  0.353
H -4.762 -2.946 -0.594  0.277
H -3.541 -3.148 -1.843  0.304
H -4.451 -4.571 -1.264  0.554

Summary:
**Gap between HOMO and LUMO (spin up / spin down)**: 3.436 / 3.437 eV
**E_LUMO (spin up / spin down)**: 2.060 / 2.060 eV
**Net charge**: -1
**Relative energy (zero: lowest compared OMol25 entry of this formula, charge and spin)**: 0.00 kcal per mole

ORCA calculation (ωB97M-V with the def2-TZVPD basis set) on C24H37BCdN7O5 as an isolated structure.

Each line ends with the Mulliken charge.
Atoms and positions in Å:
Cd -0.289 -0.160 0.038  4.288
O 1.896 0.518 -2.522  -0.522
C 1.157 0.358 -3.706  -0.521
C 0.134 -0.769 -3.597  -1.001
N -0.860 -0.529 -2.552  0.966
C -1.809 0.513 -2.914  -0.785
C -2.681 0.980 -1.702  0.229
O -3.732 1.548 -1.975  -0.837
O -2.236 0.754 -0.544  -0.809
C -1.565 -1.781 -2.291  -0.870
C -0.658 -2.759 -1.491  0.459
O -0.673 -3.946 -1.793  -0.839
O 0.041 -2.228 -0.580  -0.972
H 1.401 0.082 -1.806  -0.216
H 1.866 0.135 -4.515  0.467
H 0.654 1.302 -3.961  0.198
H 0.676 -1.687 -3.347  0.375
H -0.355 -0.917 -4.575  0.352
H -2.490 0.192 -3.721  0.396
H -1.271 1.400 -3.263  0.228
H -1.907 -2.267 -3.220  0.370
H -2.438 -1.569 -1.672  0.290
C -0.963 5.161 -0.809  -2.129
C -0.533 3.694 -0.784  1.874
C 0.731 3.512 -1.628  -1.173
C -0.283 3.223 0.615  -0.412
C -0.345 3.977 1.795  -1.095
C 0.002 3.094 2.792  -0.629
N 0.251 1.903 2.230  0.461
N 0.072 1.974 0.907  -0.006
B 0.671 0.645 2.989  -0.791
N 1.847 -0.052 2.307  0.133
C 2.900 -0.532 2.983  -0.522
C 3.802 -1.038 2.079  -1.052
C 3.212 -0.817 0.827  -0.320
N 2.026 -0.228 0.990  -0.079
C 3.823 -1.107 -0.512  1.515
C 5.342 -1.266 -0.407  -2.064
C 3.215 -2.364 -1.143  -0.980
N -0.526 -0.307 3.068  1.117
C -1.163 -0.681 4.184  -0.392
C -2.170 -1.552 3.829  -1.200
C -2.070 -1.667 2.434  -0.202
N -1.073 -0.898 2.004  -0.940
C -2.911 -2.476 1.495  1.811
C -3.550 -3.684 2.181  -1.987
C -3.993 -1.579 0.892  -1.321
H -1.113 5.487 -1.838  0.469
H -1.896 5.305 -0.268  0.445
H -0.191 5.786 -0.358  0.386
H -1.340 3.088 -1.209  -0.403
H 1.521 4.162 -1.254  0.410
H 1.077 2.482 -1.585  0.084
H 0.532 3.772 -2.668  0.357
H -0.615 5.007 1.909  0.514
H 0.091 3.243 3.851  0.441
H 0.995 0.940 4.099  -0.174
H 2.951 -0.473 4.052  0.476
H 4.745 -1.495 2.299  0.403
H 3.601 -0.257 -1.166  0.091
H 5.597 -2.178 0.130  0.349
H 5.774 -1.330 -1.404  0.457
H 5.793 -0.423 0.112  0.459
H 3.521 -3.257 -0.598  0.409
H 2.130 -2.314 -1.114  -0.050
H 3.550 -2.459 -2.177  0.315
H -0.863 -0.304 5.144  0.483
H -2.873 -2.037 4.476  0.403
H -2.260 -2.835 0.688  -0.303
H -4.228 -3.369 2.970  0.345
H -4.117 -4.253 1.446  0.452
H -2.795 -4.338 2.613  0.436
H -4.614 -1.156 1.679  0.404
H -3.528 -0.756 0.355  0.136
H -4.626 -2.145 0.209  0.346

Summary:
**Gap between HOMO and LUMO**: 8.790 eV
**E_LUMO**: 2.694 eV
**Net charge**: -1

no.,DFT total energy (Ha)
1,-803.57031
2,-2867.54288
3,-2791.59369
4,-1825.58873
5,-1889.08000